Entry from the Open Molecules 2025 dataset: an isolated molecule of C4H5I at a distorted geometry (ωB97M-V/def2-TZVPD).

Summary:
* highest occupied orbital energy (spin up / spin down): -8.00 / -8.20 eV
* energy relative to the best compared isomer or geometry (same formula, charge and spin): 3.486 eV
* M: 179.99 g/mol
* E: -12324.583 eV
* SMILES: C[C@@H]1C=C1I

Each line ends with the natural charge from an NBO analysis.
Atoms and positions in Å:
C -0.902 -0.911 -0.145  -0.6359
C -0.094 0.200 0.532  -0.2688
C 0.151 1.510 -0.204  -0.1688
C 1.336 0.414 0.105  -0.2665
I 3.264 -0.191 -0.045  0.2982
H -1.540 -1.430 0.567  0.2111
H -0.234 -1.639 -0.606  0.2142
H -1.531 -0.499 -0.933  0.2137
H -0.333 0.267 1.600  0.1728
H -0.117 2.279 -0.872  0.2299


Entry from the Open Molecules 2025 dataset: a cluster of 2 separate species, C4H5I in total at a distorted geometry (ωB97M-V/def2-TZVPD).

Summary:
* highest occupied orbital energy: -8.98 eV
* energy relative to the best compared isomer or geometry (same formula, charge and spin): 3.876 eV
* M: 179.99 g/mol
* E: -12324.193 eV

Each line ends with the natural charge from an NBO analysis.
Atoms and positions in Å:
C -1.191 1.205 0.941  -0.4565
C 0.502 -0.958 -0.610  -0.1566
C 0.027 0.966 0.444  -0.0977
C 0.641 -2.328 -0.703  -0.4626
I 0.012 -3.746 0.673  0.1383
H -1.442 2.090 1.587  0.2188
H -2.105 0.637 0.737  0.2189
H 0.908 -0.531 -1.502  0.1710
H 0.882 1.607 0.691  0.2010
H 0.863 -2.690 -1.683  0.2255


Entry from the Open Molecules 2025 dataset: a structure of composition C4H5I2NO at a distorted geometry (ωB97M-V/def2-TZVPD).

Summary:
* highest occupied orbital energy: -9.10 eV
* energy relative to the best compared isomer or geometry (same formula, charge and spin): 1.842 eV
* M: 336.90 g/mol
* E: -23965.569 eV

Each line ends with the natural charge from an NBO analysis.
Atoms and positions in Å:
C -1.006 0.348 -0.804  0.6912
C 0.292 -0.467 -1.164  -0.6809
C -0.333 -0.039 1.473  -0.1029
C 1.196 -0.243 -0.040  -0.3884
N -1.112 0.592 0.519  -0.6632
O -1.862 0.744 -1.644  -0.6041
I 2.112 1.602 0.054  0.2379
I 2.578 -1.963 0.320  0.1422
H -0.132 -1.495 -1.437  0.2784
H 0.475 0.126 -2.159  0.2703
H -0.700 -1.029 1.800  0.1897
H 0.202 0.483 2.233  0.2056
H -1.708 1.340 0.847  0.4242